(P)
Molecular formula: C5H10NO3
Method: DFT, ωB97M-V with the def2-TZVPD basis set

```
19
C5H10NO3 ωB97M-V with the def2-TZVPD basis set
C 0.78703 2.88017 0.59281
C 0.84031 2.84649 2.23928
O 0.30988 3.79750 2.68456
O 1.47686 1.96723 2.64547
H -0.19361 2.68534 0.11725
H 1.45149 2.04741 0.27293
H 1.19999 3.84736 0.31576
C -0.61420 -2.63174 -0.91573
C 0.84168 -2.09657 -1.13007
C -1.53226 -1.54531 -0.30285
O -2.68087 -1.72882 -0.05578
N -1.27609 -0.14196 -0.21932
H -0.98601 -2.73234 -2.01831
H -0.74649 -3.58206 -0.29609
H 1.37592 -2.85589 -0.44082
H 1.17729 -1.10925 -0.69970
H -2.10636 0.32415 0.07253
H -0.46104 0.35230 -0.59486
H 1.13647 -2.32404 -2.26706
```

Results
orbital gap = 0.2400 Eh
HOMO energy = -3.479 eV
total charge = -1

***

(Q)
Molecular formula: C5H10NO3
Method: DFT, ωB97M-V with the def2-TZVPD basis set

```
19
C5H10NO3 ωB97M-V with the def2-TZVPD basis set
C 0.23665 2.09689 -0.28720
C -0.73256 1.66099 -1.38617
O -0.22783 1.67264 -2.49371
N -2.04895 1.21828 -1.14441
H 0.80628 2.99369 -0.47607
H 1.06770 1.37522 -0.21036
H -2.21165 0.43600 -1.76986
H -1.95182 0.87668 -0.18163
H -0.36889 2.18149 0.61584
C 0.95576 -1.91407 0.72410
C -0.40720 -1.59190 0.05451
C 1.44485 -0.68134 1.60240
O 2.67750 -0.54651 1.52875
O 0.52474 -0.16161 2.25424
H 0.90944 -2.77887 1.39567
H 1.49846 -2.30826 -0.11490
H -0.92629 -2.53967 -0.12924
H -0.31122 -0.98127 -0.81678
H -0.93497 -1.00839 0.83483
```

Results
orbital gap = 0.2825 Eh
HOMO energy = -4.000 eV
total charge = -1

***

Which of them is the most stable, and which is the least stable? (Q) and (P), in that order.

***

(P)
Molecular formula: C9H9N3O
Method: DFT, ωB97M-V with the def2-TZVPD basis set

```
22
C9H9N3O ωB97M-V with the def2-TZVPD basis set
O -3.31140 0.62075 -0.41334
C -2.11447 0.01520 -0.27610
N -1.98471 -0.95725 0.52138
C -0.69923 -1.60557 0.64964
C 0.44141 -0.90047 -0.03983
C 1.75866 -1.26772 0.17006
C 2.79271 -0.60210 -0.47075
C 2.51180 0.45099 -1.32292
C 1.20135 0.83838 -1.53767
C 0.16774 0.16336 -0.90388
N -1.15759 0.52063 -1.11573
H -3.92603 0.18334 0.18946
H -0.80097 -2.62931 0.26061
H -0.48851 -1.69297 1.72327
H 1.97485 -2.08793 0.84044
H 3.81564 -0.90857 -0.30352
H 3.31334 0.97736 -1.81870
H 0.97516 1.66366 -2.19764
H -1.36098 1.38029 -1.59985
C -1.03769 1.95332 2.57381
N -0.96590 1.53872 1.51655
H -1.10518 2.34588 3.55470
```

Results
orbital gap = 0.3163 Eh
HOMO energy = -7.738 eV
total charge = 0

***

(Q)
Molecular formula: C9H9N3O
Method: DFT, ωB97M-V with the def2-TZVPD basis set

```
22
C9H9N3O ωB97M-V with the def2-TZVPD basis set
C -0.99756 -2.26738 0.19098
N -1.50745 -0.89497 0.07819
C -2.86672 -0.56561 -0.11023
C -2.99994 0.80227 -0.21107
C -1.62979 1.33999 -0.05917
C -0.77469 0.28692 0.10049
C 0.68839 0.43279 0.19783
C 1.25452 1.47121 -0.45958
N 2.64528 1.59747 -0.47748
C 3.46704 0.57450 -0.01830
N 3.03580 -0.48772 0.57215
C 1.63571 -0.54182 0.84963
O 1.31227 -1.34227 1.71612
H -0.13057 -2.43665 -0.46418
H -1.73984 -2.96890 -0.16523
H -0.73537 -2.55660 1.21228
H -3.67114 -1.30269 -0.15426
H -3.87833 1.42976 -0.34977
H -1.31949 2.38258 -0.04042
H 0.63377 2.17903 -1.02215
H 3.03306 2.20213 -1.20180
H 4.54506 0.66593 -0.18403
```

Results
orbital gap = 0.3053 Eh
HOMO energy = -7.896 eV
total charge = 0

***

Which of them is the most stable, and which is the least stable? (P) and (Q), in that order.

***

(P)
Molecular formula: C5H14S
Method: DFT, ωB97M-V with the def2-TZVPD basis set

```
20
C5H14S ωB97M-V with the def2-TZVPD basis set
C 0.36946 0.42046 -2.49717
C -0.51010 -0.82184 -2.19805
C -0.38884 1.70599 -2.38160
H 0.93785 0.31304 -3.41944
H 1.16305 0.34757 -1.73924
H -1.45171 -0.82033 -2.74836
H 0.06330 -1.71393 -2.46524
H -0.99941 1.93911 -3.26441
H -0.69589 -0.86055 -1.12783
H 0.33292 2.52838 -2.30135
H -1.13656 1.74383 -1.59095
C 0.04684 -0.24858 4.21812
C 0.50237 -0.81406 1.52189
S 1.29956 -0.89148 3.10086
H 0.62120 0.23799 5.01033
H -0.57197 0.48056 3.70336
H -0.56792 -0.99173 4.72727
H 0.27120 -1.81069 1.11497
H 1.17904 -0.43527 0.75120
H -0.46436 -0.30845 1.58565
```

Results
orbital gap (alpha / beta) = 0.0704 / 0.3063 Eh
HOMO energy (alpha / beta) = 1.315 / -5.012 eV
total charge = -1
2S+1 = 2

***

(Q)
Molecular formula: C5H14S
Method: DFT, ωB97M-V with the def2-TZVPD basis set

```
20
C5H14S ωB97M-V with the def2-TZVPD basis set
C 2.02312 -1.40614 0.42912
C 2.67391 -1.52519 1.80913
C 1.27912 -0.10743 0.14390
H 1.27395 -2.19492 0.39993
H 2.72879 -1.58932 -0.37139
H 2.88249 -0.55430 2.26885
H 1.99066 -1.93349 2.56032
H 0.41753 -0.39639 -0.47109
H 1.85506 0.61913 -0.43581
H 3.56524 -2.15572 1.76734
H 0.89134 0.42293 1.01737
C -3.40810 0.49256 -0.40007
C -1.43020 1.98920 -1.63880
S -3.20836 2.02438 -1.31210
H -3.56934 0.63680 0.67091
H -4.24220 -0.18234 -0.65394
H -2.58711 -0.19126 -0.62918
H -0.92601 2.84205 -1.18097
H -1.26467 2.10951 -2.71130
H -0.94521 1.09995 -1.26224
```

Results
orbital gap (alpha / beta) = 0.0771 / 0.3162 Eh
HOMO energy (alpha / beta) = 1.309 / -5.120 eV
total charge = -1
2S+1 = 2

***

Which of them is the most stable, and which is the least stable? (P) and (Q), in that order.

***

(P)
Molecular formula: H6NP3
Method: DFT, ωB97M-V with the def2-TZVPD basis set

```
10
H6NP3 ωB97M-V with the def2-TZVPD basis set
N 0.26138 1.50259 1.05723
P -1.84844 -0.94438 0.25343
P 1.74972 -1.04850 0.12693
P 0.02552 0.28926 0.08288
H -0.71018 2.03331 1.00091
H -2.83330 -0.02289 -0.06886
H -1.48380 -1.64176 -0.90549
H 2.49384 -0.28253 1.14828
H 2.14431 -0.00830 -0.70440
H 0.20094 0.12320 -1.99091
```

Results
orbital gap (alpha / beta) = 0.2596 / 0.2605 Eh
HOMO energy (alpha / beta) = -6.348 / -9.510 eV
total charge = 0
2S+1 = 3

***

(Q)
Molecular formula: H6NP3
Method: DFT, ωB97M-V with the def2-TZVPD basis set

```
10
H6NP3 ωB97M-V with the def2-TZVPD basis set
N 0.92132 1.04158 1.43601
P -1.05967 -1.51129 1.04911
P 1.64555 -0.32526 -1.08463
P 0.15704 0.16640 0.39526
H 0.39823 1.50991 2.12702
H -1.84532 -0.57744 1.56768
H -1.77463 -1.83725 -0.00503
H 2.09405 0.97888 -1.29339
H 0.81574 -0.25463 -2.33194
H -1.35229 0.80910 -1.86009
```

Results
orbital gap (alpha / beta) = 0.2945 / 0.2857 Eh
HOMO energy (alpha / beta) = -7.020 / -9.218 eV
total charge = 0
2S+1 = 3

***

Which of them is the most stable, and which is the least stable? (Q) and (P), in that order.